[1]
# C6H12N2O

A 2-piece molecular cluster, C6H12N2O overall at a distorted geometry (wB97M-V/def2-TZVPD, the OMol25 dataset).

## Properties
- lowest unoccupied orbital energy (eV) = 0.65

Bonds (Å) are listed after each position.
Element x y z (Å)
1 C -1.6138 -1.5892 -0.3571  N2 1.457, H7 1.090, H8 1.091, H9 1.091
2 N -1.5882 -0.1452 -0.5479  C1 1.457, H5 1.018, C14 1.422
3 C 0.0991 0.7105 0.9224  C4 1.359, H6 1.086, C13 1.590
4 C -0.3628 0.4749 2.1785  C3 1.359, H10 1.085, H11 1.084
5 H -2.4119 0.3508 -0.2140  N2 1.018
6 H -0.1140 1.6729 0.4660  C3 1.086
7 H -1.8682 -1.8001 0.6814  C1 1.090
8 H -0.6295 -1.9877 -0.6054  C1 1.091
9 H -2.3651 -2.0358 -1.0105  C1 1.091
10 H -0.1292 -0.4435 2.7073  C4 1.085
11 H -0.9478 1.2067 2.7239  C4 1.084
12 C 2.0999 0.6683 -0.8495  C13 1.505, H19 1.091, H20 1.098, H21 1.091
13 C 1.5326 0.1974 0.4627  C3 1.590, C12 1.505, N15 1.290
14 C -1.0910 0.3738 -1.7750  N2 1.422, O16 1.216, H18 1.099
15 N 2.3486 -0.4449 1.2279  C13 1.290, H17 1.023
16 O -1.3818 1.4915 -2.1554  C14 1.216
17 H 1.9670 -0.6417 2.1564  N15 1.023
18 H -0.4616 -0.3320 -2.3358  C14 1.099
19 H 2.0630 1.7311 -1.0952  C12 1.091
20 H 3.1676 0.4151 -0.8784  C12 1.098
21 H 1.6872 0.1270 -1.7024  C12 1.091

[2]
# C6H12N2O

A 2-piece molecular cluster, C6H12N2O overall at a distorted geometry (wB97M-V/def2-TZVPD, the OMol25 dataset).

## Properties
- lowest unoccupied orbital energy (eV) = 0.49

Bonds (Å) are listed after each position.
Element x y z (Å)
1 C 1.5634 1.0608 -0.7868  C2 1.500, N3 1.356, C4 1.802, N5 1.415
2 C 1.9727 -0.2330 -1.4255  C1 1.500, H9 1.094, H10 1.090, H11 1.087
3 N 1.7309 1.1397 0.5562  C1 1.356, H6 1.012, H7 1.014
4 C 0.3007 1.8972 -1.7628  C1 1.802, N5 1.298, H8 1.093
5 N 1.5143 2.2795 -1.5041  C1 1.415, C4 1.298
6 H 1.4527 2.0159 0.9797  N3 1.012
7 H 1.5586 0.3005 1.0989  N3 1.014
8 H -0.4156 2.6535 -2.0924  C4 1.093
9 H 3.0656 -0.2842 -1.4117  C2 1.094
10 H 1.5789 -1.0862 -0.8729  C2 1.090
11 H 1.6161 -0.2579 -2.4515  C2 1.087
12 C -2.9188 -0.5302 0.4474  C14 1.495, H19 1.094, H20 1.089, H21 1.092
13 C -0.8217 -1.3066 1.5292  C14 1.324, O15 1.388, H17 1.086
14 C -1.4371 -0.7215 0.5135  C12 1.495, C13 1.324, H18 1.085
15 O 0.5606 -1.4206 1.5860  C13 1.388, H16 0.962
16 H 0.8095 -2.0356 2.2825  O15 0.962
17 H -1.3531 -1.6696 2.4036  C13 1.086
18 H -0.8635 -0.3804 -0.3419  C14 1.085
19 H -3.1679 0.5314 0.3552  C12 1.094
20 H -3.4167 -0.9265 1.3312  C12 1.089
21 H -3.3296 -1.0262 -0.4339  C12 1.092

[3]
# C6H12N2O

One molecule with the formula C6H12N2O at a distorted geometry (wB97M-V/def2-TZVPD, the OMol25 dataset).

## Properties
- lowest unoccupied orbital energy (eV) = 0.96

Bonds (Å) are listed after each position.
Element x y z (Å)
1 C 2.6576 -0.1750 0.8393  C2 1.532, H8 1.089, H9 1.168, O21 1.394
2 C 1.4340 -0.7800 1.5356  C1 1.532, H10 1.141, N19 1.256
3 C 0.0746 -0.1000 -0.9496  C4 1.570, H11 1.143, H12 1.135, N20 1.414
4 C -1.3126 -0.0003 -1.6774  C3 1.570, C5 1.478, H13 1.077, H14 1.147
5 C -2.3339 -0.0951 -0.6131  C4 1.478, C6 1.560, H15 1.137, H16 1.114
6 C -1.5957 0.6383 0.5495  C5 1.560, H17 1.099, H18 1.138, N20 1.458
7 H 1.5222 1.2501 0.2783  O21 0.934
8 H 3.4608 -0.2404 1.5713  C1 1.089
9 H 3.0076 -0.8207 -0.0685  C1 1.168
10 H 1.7131 -1.4378 2.4248  C2 1.141
11 H 0.2636 -1.2268 -0.9771  C3 1.143
12 H 0.9806 0.3968 -1.4203  C3 1.135
13 H -1.3929 -0.7751 -2.4217  C4 1.077
14 H -1.5393 0.9983 -2.1943  C4 1.147
15 H -2.5764 -1.1639 -0.3091  C5 1.137
16 H -3.2457 0.5156 -0.8040  C5 1.114
17 H -1.7601 1.7241 0.5162  C6 1.099
18 H -1.8512 0.2534 1.5901  C6 1.138
19 N 0.2242 -0.4750 1.3912  C2 1.256, N20 1.407
20 N -0.1722 0.3887 0.3540  C3 1.414, C6 1.458, N19 1.407
21 O 2.4417 1.1247 0.3848  C1 1.394, H7 0.934

| no. | HOMO (eV) | frontier orbital gap (eV) | E_tot (Ha) |
| --- | --- | --- | --- |
| 1 | -8.78 | 9.427 | -420.4908 |
| 2 | -7.51 | 7.997 | -420.4400 |
| 3 | -8.60 | 9.563 | -420.4821 |